[1]
This record from the Open Molecules 2025 dataset describes a 5-piece molecular cluster, C32H75N5O6 overall in a non-equilibrium geometry. The level of theory is wB97M-V/def2-TZVPD.

The geometry in ORCA input format:
```
! wB97M-V def2-TZVPD RIJCOSX def2/J DEFGRID3
* xyz 1 2
C 1.30088 4.51430 2.82870
C 0.03815 5.44195 3.07720
C -1.33108 4.71561 3.15396
O -2.43068 5.56739 3.50523
C -2.72349 6.69699 2.61003
N 0.23573 6.07640 4.36919
H 1.70282 4.12644 3.76470
H 2.09770 5.13454 2.41823
H 1.05320 3.58310 2.31917
H -0.04524 6.12954 2.23555
H -1.14993 3.85976 3.80418
H -1.38297 4.32028 2.13951
H -2.46483 6.47113 1.57554
H -2.08506 7.50463 2.96812
H -3.73828 7.06610 2.75857
H 0.43544 5.38569 5.07850
H -0.66895 6.45510 4.61052
C -0.20142 0.76820 1.79134
C 0.34986 0.66363 0.40992
C -0.67272 0.11038 -0.67162
O -0.00429 -0.06961 -2.00246
C -0.91793 -0.53675 -3.03449
N 0.90314 1.88920 -0.01319
H 0.52894 0.99208 2.56888
H -0.47817 -0.24252 2.09127
H -1.04405 1.43385 1.97832
H 1.19590 -0.01917 0.48809
H -1.45051 0.87367 -0.64874
H -1.11668 -0.79040 -0.24785
H -0.49956 -0.71506 -4.02508
H -1.74980 0.15490 -3.16762
H -1.19816 -1.50069 -2.60976
H 1.90901 1.98031 -0.00850
H 0.65005 2.11076 -0.96553
C 1.42959 -0.95707 -7.16131
O 2.52418 -0.30922 -6.41986
C 2.23253 0.00314 -5.09101
C 3.59789 0.65810 -4.64766
N 3.41753 1.25660 -3.34927
C 4.65349 1.93644 -2.84515
C 4.76135 2.08193 -1.33147
O 3.62951 2.70398 -0.72922
C 3.47199 4.02995 -1.11719
H 0.94091 -1.70313 -6.53468
H 1.88814 -1.63971 -7.87673
H 0.65998 -0.31649 -7.59195
H 2.14966 -0.84773 -4.41480
H 1.43852 0.72875 -4.91458
H 3.97498 1.34846 -5.40219
H 4.27871 -0.18879 -4.56165
H 2.85387 0.90613 -2.58798
H 4.74932 2.92453 -3.29526
H 5.54211 1.36443 -3.11211
H 5.75196 2.49073 -1.13232
H 4.94037 1.16489 -0.77014
H 4.39119 4.61473 -1.15190
H 2.81813 4.45224 -0.35415
H 2.95340 4.19891 -2.06092
C 2.84462 -1.72344 2.49714
C 3.82541 -2.32662 1.45655
C 3.80385 -3.86488 1.72352
C 4.38074 -4.69773 0.63704
C 3.66353 -4.40475 -0.68520
C 3.78834 -2.92634 -1.08354
N 3.26336 -2.15378 0.10512
O 3.24617 -0.84980 -0.19204
C 5.24036 -2.58883 -1.57144
C 2.87757 -2.68359 -2.27781
C 5.29179 -1.90830 1.68730
H 1.84220 -1.94507 2.13091
H 2.93684 -0.66471 2.73940
H 2.88699 -2.09028 3.52269
H 4.18897 -3.98786 2.73578
H 2.78760 -4.24657 1.82168
H 4.27965 -5.70879 1.03154
H 5.44067 -4.47684 0.51113
H 2.59605 -4.58958 -0.56512
H 4.07083 -5.08368 -1.43437
H 6.01042 -2.83388 -0.83996
H 5.38311 -3.25992 -2.41841
H 5.18793 -1.52802 -1.81648
H 1.83954 -2.89559 -2.02159
H 2.83427 -1.63560 -2.57438
H 3.00585 -3.37292 -3.11235
H 5.47148 -1.05576 1.03231
H 6.02406 -2.70794 1.57572
H 5.29194 -1.71624 2.76024
H 2.36776 -0.73006 -0.56039
C -5.73400 -3.37867 -0.09689
C -6.71646 -2.25639 0.38515
C -7.45239 -2.63822 1.70770
C -6.61562 -2.51291 2.98890
C -6.07543 -1.07633 2.98826
C -5.31767 -0.64347 1.78015
N -6.09533 -0.88254 0.59566
O -5.59417 -0.22641 -0.57629
C -5.23727 0.83797 1.96999
C -3.88458 -1.20800 1.65101
C -7.75942 -2.12917 -0.74752
H -4.99235 -2.94995 -0.77087
H -6.31420 -4.09082 -0.68366
H -5.28268 -3.89865 0.74811
H -8.33058 -2.02350 1.90520
H -7.87610 -3.64248 1.71372
H -5.84086 -3.27316 3.08816
H -7.28427 -2.63796 3.84060
H -5.29328 -0.97434 3.74054
H -6.86368 -0.42294 3.36221
H -4.36795 1.09359 1.36415
H -6.08723 1.43321 1.63630
H -4.87154 1.09531 2.96403
H -3.36472 -1.40508 2.58857
H -3.96688 -2.20116 1.20948
H -3.23792 -0.71392 0.92587
H -7.34034 -2.14727 -1.75358
H -8.40591 -1.25682 -0.65181
H -8.53749 -2.89224 -0.72682
H -6.02791 0.62614 -0.65766
*
```

Calculated total energy   -54119.9287 eV
E_HOMO (alpha / beta)   -9.6 / -9.6 eV
Expectation value of S²   0.75

***

[2]
This record from the Open Molecules 2025 dataset describes C32H76B3O16S8V as an isolated structure in a non-equilibrium geometry. The level of theory is wB97M-V/def2-TZVPD.

The geometry in ORCA input format:
```
! wB97M-V def2-TZVPD RIJCOSX def2/J DEFGRID3
* xyz 0 3
V 3.85554 11.95901 8.17955
B 2.68099 10.16968 8.52943
H 2.69004 10.65780 9.49167
H 2.23236 10.81881 7.79350
H 3.71513 9.96116 8.30287
H 2.13868 9.23713 8.55145
B 5.17060 11.96159 9.98638
H 5.65378 12.61737 9.27875
H 4.97788 10.98395 9.57248
H 5.74957 11.78833 10.88025
H 4.23505 12.42656 10.25617
B 5.18345 11.56080 6.53552
H 4.25785 11.00657 6.51769
H 5.56285 11.26814 7.50230
H 5.85686 11.25513 5.74982
H 5.12234 12.63561 6.60825
C 2.04799 12.23023 3.01452
C 3.03076 13.43895 3.19675
C 2.36378 14.30250 4.31936
S 1.69313 13.04482 5.53329
O 0.31224 13.30431 5.92974
O 2.70485 12.72268 6.57552
C 1.76584 11.60042 4.42288
H 2.32840 11.39686 2.37035
H 1.14093 12.65558 2.58507
H 3.22351 14.07323 2.33151
H 4.05252 13.10691 3.38086
H 1.53742 14.95734 4.04297
H 3.04208 14.99992 4.81090
H 0.72301 11.28454 4.39419
H 2.44731 10.82305 4.76842
C 8.61745 10.63089 7.54078
C 8.82061 11.96635 6.80115
C 10.12841 11.90201 6.13383
S 10.35119 10.09199 5.64538
O 11.64040 9.66166 6.10654
O 10.02510 9.79553 4.25813
C 9.00961 9.44040 6.67744
H 7.61252 10.55566 7.95615
H 9.23550 10.77421 8.42710
H 8.71194 12.84236 7.44059
H 8.04102 12.12119 6.05524
H 11.04153 12.02327 6.71660
H 10.36060 12.37964 5.18197
H 9.31723 8.49306 7.12019
H 8.16688 9.26821 6.00791
C 4.04335 9.14314 12.48177
C 4.19249 8.12198 13.64598
C 4.19308 8.97087 14.84233
S 2.75568 10.14928 14.66023
O 3.00774 11.43555 15.37055
O 1.50131 9.42787 14.87222
C 3.04456 10.28952 12.88474
H 3.59960 8.62338 11.63263
H 5.01102 9.52500 12.15636
H 5.09250 7.50800 13.61259
H 3.47438 7.30343 13.59709
H 5.06770 9.62079 14.81495
H 4.20890 8.48934 15.82009
H 3.49036 11.26837 12.70809
H 2.13034 10.24412 12.29292
C 2.37475 7.14586 4.47482
C 3.00137 7.75814 5.76055
C 2.20173 7.28169 7.01797
S 1.65380 5.52379 6.53799
O 0.21803 5.34778 6.64395
O 2.49982 4.57254 7.25063
C 2.14834 5.64654 4.78229
H 3.09990 7.37768 3.69475
H 1.36652 7.55008 4.38458
H 3.04048 8.84635 5.71209
H 4.05675 7.50118 5.85133
H 1.28998 7.85199 7.19567
H 2.77600 7.21739 7.94219
H 1.33826 5.13777 4.25978
H 2.99677 4.97533 4.64902
C 5.13991 17.66103 9.47639
C 6.26966 17.08626 8.58556
C 5.53949 16.45282 7.41380
S 4.04261 15.59182 8.02929
O 4.29699 14.15705 8.23136
O 2.98298 16.01997 7.11037
C 4.05532 16.50890 9.60342
H 4.68759 18.58926 9.12725
H 5.55924 17.94156 10.44260
H 6.93172 16.42936 9.14970
H 6.88657 17.89252 8.18874
H 6.09305 15.76617 6.77334
H 5.06917 17.20153 6.77637
H 4.43697 15.81661 10.35388
H 3.01377 16.73025 9.83639
C 5.65980 7.71063 8.29093
C 6.52105 8.22836 9.40795
C 7.75809 7.38931 9.67798
S 7.51231 5.83287 8.68360
O 7.66944 4.71697 9.64371
O 8.34852 5.90320 7.47547
C 5.76062 6.17418 8.27099
H 6.08045 8.10384 7.36543
H 4.62997 8.06580 8.32845
H 5.89491 8.24128 10.30009
H 6.79529 9.28280 9.37593
H 7.62941 7.06607 10.71096
H 8.72534 7.85715 9.49453
H 5.17110 5.77250 9.09513
H 5.48517 5.54600 7.42387
C -0.31884 11.85730 11.15523
C -1.32223 12.36116 10.13241
C -0.60460 12.91681 8.88821
S 0.97336 13.65043 9.71190
O 0.99541 15.06818 9.61584
O 2.13458 12.88545 9.18229
C 0.58754 13.09014 11.41869
H 0.24673 11.04656 10.69596
H -0.70158 11.67477 12.15937
H -2.00544 12.99882 10.69342
H -2.00425 11.54244 9.90294
H -1.16472 13.66616 8.32889
H -0.23567 12.21220 8.14288
H 0.05347 13.84787 11.99202
H 1.50692 12.87762 11.96428
C 6.50766 14.40097 1.84882
C 7.48748 13.55510 2.63142
C 7.41197 14.02068 4.15060
S 6.76242 15.67639 4.09938
O 7.67021 16.62415 4.73395
O 5.38173 15.67656 4.59550
C 6.76868 15.89346 2.29503
H 5.52304 13.97959 2.05145
H 6.59523 14.30704 0.76640
H 8.50686 13.69537 2.27187
H 7.31512 12.48772 2.49325
H 8.38161 14.28477 4.57267
H 6.85968 13.55860 4.96888
H 7.78742 16.22768 2.09860
H 6.10468 16.74569 2.15042
*
```

Calculated total energy   -181563.0210 eV
E_HOMO (alpha / beta)   -9.4 / -10.0 eV
Expectation value of S²   2.01

***

[3]
This record from the Open Molecules 2025 dataset describes a 11-piece molecular cluster, C32H76O11S6 overall in a non-equilibrium geometry. The level of theory is wB97M-V/def2-TZVPD.

The geometry in ORCA input format:
```
! wB97M-V def2-TZVPD RIJCOSX def2/J DEFGRID3
* xyz 0 1
C 0.59636 2.40123 4.45691
C 1.25574 3.50245 3.59944
C 1.16114 4.76005 4.46715
O 0.57009 4.35948 5.68351
C -0.25014 3.29683 5.40298
H 1.29193 1.77504 5.01787
H -0.01230 1.73673 3.84141
H 0.57998 3.71787 2.79485
H 2.28140 3.30776 3.33925
H 0.69731 5.64242 3.99236
H 2.13597 5.15485 4.76800
H -1.18859 3.58498 4.88704
H -0.48463 2.89742 6.37768
C 0.71591 1.25071 0.54648
C -0.77530 1.45854 0.91354
C -1.43972 0.28303 0.22632
O -0.55496 -0.17429 -0.80311
C 0.59606 0.66685 -0.85900
H 1.19076 0.51656 1.23953
H 1.27807 2.18687 0.57832
H -1.10348 2.41012 0.47754
H -1.08752 1.52719 1.95285
H -2.40412 0.55520 -0.21254
H -1.52821 -0.57263 0.89823
H 0.51192 1.48537 -1.56545
H 1.41276 0.04224 -1.19762
C 5.58917 -1.24713 0.25682
C 4.32003 -0.97579 -0.67470
C 4.31290 -2.18761 -1.66119
O 5.38179 -3.01089 -1.28866
C 6.39501 -2.16249 -0.68303
H 5.29023 -1.72137 1.18101
H 6.00622 -0.25670 0.48474
H 4.39171 -0.01562 -1.19630
H 3.39610 -0.93162 -0.08380
H 4.47096 -1.82108 -2.68148
H 3.41778 -2.80039 -1.70093
H 6.98953 -1.60426 -1.41833
H 7.09524 -2.82254 -0.14687
C 2.46908 -2.22228 2.77315
C 2.18595 -3.08137 1.53110
C 1.67893 -4.42176 2.07641
O 0.93452 -4.01654 3.21163
C 1.29399 -2.67234 3.65956
H 2.54170 -1.14782 2.69201
H 3.44892 -2.45651 3.20993
H 3.03374 -3.12400 0.84797
H 1.34436 -2.60674 0.97330
H 2.50737 -5.10372 2.30753
H 1.00530 -4.96329 1.43165
H 1.62377 -2.82247 4.67374
H 0.43147 -2.03674 3.52146
C 1.05190 4.79560 -1.81331
C 1.57064 4.82872 -3.32832
C 0.23762 4.66151 -4.07854
O -0.76503 5.09586 -3.21450
C -0.49518 4.59365 -1.90699
H 1.32928 5.77098 -1.41307
H 1.53527 3.99130 -1.26247
H 2.27563 4.01370 -3.52813
H 2.02982 5.79011 -3.60107
H 0.12352 3.59877 -4.29170
H -0.00240 5.10858 -5.01359
H -0.77418 3.53624 -1.75629
H -1.10783 5.18592 -1.23537
C -5.20706 0.32505 2.27095
S -3.76350 -0.52348 3.17653
O -2.79748 0.52560 3.61493
C -4.67999 -1.26138 4.52511
H -5.51118 1.23163 2.79650
H -5.94235 -0.48539 2.26810
H -4.79245 0.60606 1.28786
H -3.98465 -1.87533 5.10730
H -5.23933 -2.06552 4.05133
H -5.25916 -0.55300 5.13683
C 4.17341 4.14810 0.79001
S 4.79134 3.16719 -0.65645
O 3.62562 2.38347 -1.09191
C 5.09947 4.57192 -1.80601
H 3.13787 4.37994 0.54982
H 4.73954 5.06322 0.97827
H 4.15954 3.55546 1.71257
H 4.24338 5.24860 -1.85761
H 5.39871 4.05911 -2.71797
H 5.96865 5.08495 -1.47069
C -2.15670 -3.99376 1.97487
S -3.59412 -4.46197 3.01284
O -4.86250 -3.86190 2.36634
C -3.58551 -6.26196 2.59668
H -2.11073 -2.92196 1.85640
H -2.18346 -4.52206 1.03771
H -1.28290 -4.21476 2.57163
H -2.60333 -6.64641 2.87329
H -3.88273 -6.37816 1.56116
H -4.41736 -6.64996 3.15702
C -4.32190 -2.44237 -0.50445
S -5.12057 -1.40847 -1.81803
O -4.56055 -0.00069 -1.66847
C -4.34640 -2.22045 -3.30805
H -3.25047 -2.43361 -0.63076
H -4.60549 -3.50150 -0.50222
H -4.55171 -1.96067 0.42487
H -3.28586 -2.44676 -3.19135
H -4.55525 -1.58220 -4.16304
H -4.83565 -3.19934 -3.35725
C -1.65081 1.09383 -3.64254
S -2.62014 0.91740 -5.23175
O -2.91805 -0.53832 -5.45426
C -4.17873 1.64066 -4.60463
H -1.28267 2.12470 -3.61920
H -0.77911 0.45050 -3.77708
H -2.27310 0.77431 -2.80362
H -4.42766 1.14882 -3.66721
H -4.87363 1.36163 -5.39036
H -4.06081 2.72229 -4.51829
C -0.35353 -4.50575 -4.54649
S 1.11756 -3.69404 -3.89798
O 1.65068 -2.80677 -5.00794
C 0.24711 -2.57636 -2.74294
H -0.87276 -3.84027 -5.22605
H -0.91620 -4.86819 -3.67587
H -0.03728 -5.37564 -5.11046
H -0.16933 -3.06264 -1.86994
H -0.58421 -2.19400 -3.32832
H 0.92412 -1.76009 -2.51667
*
```

Calculated total energy   -121942.3952 eV
E_HOMO   -8.5 eV

***

Among the records above, which one has the highest calculated total energy?
C32H75N5O6

***

Among the records above, which one has the lowest calculated total energy?
C32H76B3O16S8V